Record 1
DFT (ωB97M-V/def2-TZVPD) results for a structure of composition C44H44AsClF2N4O4Ti at a distorted geometry.

Last column: Löwdin charge in e.
Geometry (Å):
1 Ti -0.328 -0.828 0.734  1.01
2 C -2.927 0.952 2.559  -0.21
3 C -1.943 0.744 3.719  -0.18
4 N -0.774 0.034 3.219  -0.10
5 C -0.347 -1.061 4.070  -0.20
6 C -1.287 -2.264 3.874  -0.18
7 N -1.537 -2.481 2.452  -0.09
8 C -2.932 -2.658 2.073  -0.19
9 C -3.725 -1.352 2.240  -0.18
10 N -2.969 -0.226 1.709  -0.07
11 H -2.551 1.772 1.942  0.08
12 H -3.920 1.237 2.950  0.12
13 H -2.410 0.161 4.520  0.11
14 H -1.689 1.724 4.150  0.12
15 H -0.006 0.678 3.044  0.10
16 H -0.333 -0.786 5.140  0.12
17 H 0.666 -1.332 3.775  0.09
18 H -2.231 -2.060 4.382  0.10
19 H -0.846 -3.147 4.355  0.12
20 H -1.025 -3.303 2.149  0.10
21 H -3.428 -3.451 2.659  0.12
22 H -2.938 -2.947 1.018  0.11
23 H -3.926 -1.183 3.302  0.11
24 H -4.698 -1.471 1.744  0.12
25 H -3.334 0.049 0.803  0.07
26 F -4.087 -1.263 -3.311  0.03
27 C -2.924 -1.693 -2.740  -0.27
28 C -2.551 -1.182 -1.502  -0.11
29 C -1.403 -1.617 -0.842  -0.17
30 C -0.649 -2.651 -1.484  -0.13
31 C -1.015 -3.069 -2.776  -0.20
32 F -0.261 -3.959 -3.480  0.05
33 C -2.142 -2.603 -3.422  0.05
34 C 0.374 -3.240 -0.659  -0.21
35 C 1.127 -4.372 -0.984  -0.02
36 C 1.979 -4.945 -0.069  -0.10
37 C 2.079 -4.352 1.204  -0.09
38 C 1.323 -3.244 1.476  -0.18
39 N 0.469 -2.667 0.604  -0.10
40 H -3.232 -0.477 -1.037  0.06
41 H -2.399 -2.940 -4.413  0.13
42 H 1.021 -4.819 -1.956  0.10
43 H 2.555 -5.822 -0.317  0.09
44 H 2.725 -4.771 1.960  0.10
45 H 1.369 -2.786 2.461  0.10
46 O -0.721 1.073 0.271  -0.50
47 As -1.439 1.771 -1.052  1.30
48 C -1.109 1.029 -2.816  -0.28
49 C -1.951 1.308 -3.890  -0.10
50 C -1.653 0.805 -5.144  -0.08
51 C -0.518 0.031 -5.335  -0.07
52 C 0.330 -0.227 -4.268  -0.06
53 C 0.043 0.277 -3.013  -0.07
54 C -3.319 2.292 -0.738  -0.27
55 C -4.467 1.677 -1.254  -0.10
56 C -5.716 2.009 -0.766  -0.07
57 C -5.858 2.955 0.246  -0.06
58 C -4.728 3.592 0.747  -0.08
59 C -3.477 3.264 0.268  -0.12
60 C -0.684 3.573 -1.222  -0.29
61 C 0.457 3.962 -0.531  -0.08
62 C 0.952 5.248 -0.675  -0.08
63 C 0.319 6.147 -1.520  -0.08
64 C -0.802 5.754 -2.236  -0.08
65 C -1.300 4.474 -2.092  -0.10
66 H -2.839 1.911 -3.739  0.10
67 H -2.308 1.015 -5.977  0.11
68 H -0.294 -0.368 -6.314  0.11
69 H 1.217 -0.825 -4.413  0.12
70 H 0.698 0.072 -2.173  0.09
71 H -4.385 0.958 -2.058  0.09
72 H -6.592 1.530 -1.179  0.11
73 H -6.836 3.195 0.633  0.11
74 H -4.834 4.347 1.513  0.11
75 H -2.590 3.772 0.647  0.11
76 H 0.937 3.245 0.130  0.11
77 H 1.827 5.555 -0.121  0.11
78 H 0.697 7.153 -1.622  0.10
79 H -1.291 6.452 -2.900  0.11
80 H -2.185 4.157 -2.635  0.10
81 C 6.789 0.169 2.804  -0.03
82 C 6.929 -0.008 1.325  -0.19
83 C 8.180 -0.065 0.728  -0.07
84 C 8.298 -0.272 -0.637  -0.68
85 Cl 9.869 -0.377 -1.355  0.66
86 C 7.174 -0.403 -1.434  -0.11
87 C 5.923 -0.333 -0.847  0.00
88 C 5.786 -0.149 0.525  -0.23
89 O 4.559 -0.040 1.137  -0.03
90 C 3.612 -1.053 0.843  -0.07
91 C 2.152 -0.538 0.810  -0.61
92 O 1.556 -0.486 -0.290  -0.06
93 O 1.567 -0.308 1.883  -0.04
94 H 7.750 0.362 3.271  0.08
95 H 6.361 -0.727 3.250  0.09
96 H 6.113 0.989 3.024  0.08
97 H 9.073 0.044 1.326  0.11
98 H 7.272 -0.548 -2.499  0.10
99 H 5.042 -0.416 -1.466  0.12
100 H 3.674 -1.805 1.646  0.13
101 H 3.823 -1.547 -0.111  0.13

Cartesian forces (eV/Å) of the 2 atoms listed first:
Ti -0.464 -0.017 2.529
C 0.138 0.122 0.175

The expectation value of S² is 2.02. Its spin multiplicity is 3. The energy above the lowest of the compared OMol25 structures with the same formula, charge and spin comes out at 33.1 kcal per mole. Its charge is 0.

---

Record 2
DFT (ωB97M-V/def2-TZVPD) results for a structure of composition C44H44GeN7Ti.

Last column: Löwdin charge in e.
Geometry (Å):
1 Ti 0.376 0.839 -0.553  0.96
2 C -1.507 2.755 2.431  -0.19
3 C -2.760 2.512 1.594  -0.16
4 C -2.544 1.659 0.342  -0.23
5 N -1.341 2.034 -0.398  -0.09
6 C -1.350 3.166 -1.082  -0.23
7 C -2.520 3.956 -1.249  0.00
8 C -2.693 5.229 -1.720  -0.04
9 C -1.741 6.157 -2.156  -0.07
10 C -0.411 5.901 -2.350  -0.06
11 C 0.293 4.696 -2.230  0.01
12 C -0.095 3.442 -1.776  -0.22
13 N 0.718 2.359 -1.835  -0.09
14 C 1.933 2.502 -2.625  -0.22
15 C 2.642 1.170 -2.758  -0.17
16 C 3.394 0.833 -1.480  -0.22
17 N 2.500 0.919 -0.331  -0.05
18 C 2.984 0.743 0.873  -0.21
19 C 4.368 0.463 1.092  0.01
20 C 5.105 0.360 2.241  -0.06
21 C 4.706 0.471 3.578  -0.08
22 C 3.417 0.604 4.011  -0.06
23 C 2.217 0.667 3.286  0.00
24 C 1.955 0.712 1.923  -0.21
25 N 0.691 0.722 1.422  -0.10
26 C -0.406 0.392 2.339  -0.22
27 C -0.973 1.539 3.183  -0.16
28 H -1.739 3.522 3.172  0.12
29 H -0.717 3.173 1.801  0.11
30 H -3.162 3.482 1.292  0.11
31 H -3.532 2.035 2.205  0.12
32 H -3.424 1.697 -0.304  0.11
33 H -2.453 0.609 0.604  0.05
34 H -3.436 3.469 -0.946  0.11
35 H -3.721 5.575 -1.720  0.12
36 H -2.092 7.156 -2.381  0.11
37 H 0.189 6.737 -2.692  0.11
38 H 1.325 4.771 -2.540  0.10
39 H 2.622 3.219 -2.159  0.13
40 H 1.671 2.894 -3.612  0.13
41 H 3.346 1.202 -3.590  0.13
42 H 1.899 0.401 -3.000  0.09
43 H 4.222 1.540 -1.367  0.13
44 H 3.829 -0.171 -1.550  0.12
45 H 4.946 0.327 0.191  0.09
46 H 6.161 0.169 2.083  0.12
47 H 5.482 0.415 4.331  0.11
48 H 3.284 0.646 5.087  0.11
49 H 1.348 0.705 3.923  0.09
50 H -0.078 -0.410 3.012  0.12
51 H -1.204 -0.065 1.752  0.09
52 H -0.211 1.894 3.878  0.10
53 H -1.772 1.112 3.799  0.13
54 Ge -1.387 -0.616 -1.900  0.94
55 C -2.905 0.351 -2.669  -0.36
56 C -2.661 1.530 -3.373  -0.14
57 C -3.700 2.248 -3.946  -0.09
58 C -5.008 1.805 -3.807  -0.08
59 C -5.268 0.631 -3.113  -0.08
60 C -4.222 -0.095 -2.557  -0.11
61 C -1.989 -2.174 -0.859  -0.35
62 C -1.451 -3.431 -1.145  -0.14
63 C -1.770 -4.543 -0.380  -0.09
64 C -2.632 -4.423 0.701  -0.08
65 C -3.194 -3.189 0.991  -0.08
66 C -2.881 -2.082 0.212  -0.13
67 H -0.593 -1.211 -3.092  -0.03
68 H -1.642 1.891 -3.480  0.09
69 H -3.492 3.157 -4.498  0.11
70 H -5.821 2.366 -4.249  0.10
71 H -6.285 0.271 -3.020  0.11
72 H -4.435 -1.026 -2.045  0.09
73 H -0.780 -3.543 -1.990  0.09
74 H -1.358 -5.512 -0.633  0.10
75 H -2.883 -5.290 1.299  0.11
76 H -3.891 -3.091 1.814  0.11
77 H -3.366 -1.140 0.440  0.09
78 N 2.808 -7.929 4.896  0.18
79 C 2.653 -7.127 4.090  -0.17
80 C 2.458 -6.119 3.084  -0.22
81 C 2.070 -6.489 1.799  0.00
82 C 1.872 -5.517 0.835  0.01
83 C 2.076 -4.185 1.164  -0.18
84 C 2.480 -3.806 2.436  0.01
85 C 2.663 -4.778 3.403  0.00
86 N 1.859 -3.180 0.179  0.01
87 C 2.258 -3.198 -1.138  -0.01
88 C 1.798 -2.040 -1.680  -0.13
89 N 1.141 -1.307 -0.717  -0.05
90 C 1.181 -2.034 0.376  -0.13
91 H 1.916 -7.533 1.564  0.13
92 H 1.548 -5.785 -0.162  0.12
93 H 2.665 -2.762 2.657  0.12
94 H 2.977 -4.507 4.401  0.13
95 H 2.837 -4.006 -1.549  0.13
96 H 1.896 -1.699 -2.695  0.10
97 H 0.715 -1.792 1.315  0.14

Cartesian forces (eV/Å) of the 2 atoms listed first:
Ti -0.005 -0.051 -0.440
C 0.030 -0.042 -0.015

The energy above the lowest of the compared OMol25 structures with the same formula, charge and spin comes out at 0.7 kcal per mole. Its charge is +1.

---

| no. | electronic energy (Ha) |
| --- | --- |
| 1 | -5968.23613 |
| 2 | -5012.59108 |